Entry from OMol25: one molecule with the formula C4H3BrS in a non-equilibrium geometry (the ωB97M-V functional and the def2-TZVPD basis).

Values from the calculation:
- 2S+1: 1
- Energy above the lowest of the compared OMol25 structures with the same formula, charge and spin: 119.4 kJ/mol
- Net charge: 0
- SMILES: Brc1ccsc1
- Total energy: -3126.35906 hartree
- Gap between HOMO and LUMO: 9.50 eV
- E_LUMO: 0.795 eV
- HOMO energy: -8.7 eV

Structure (XYZ):
```
9
C4H3BrS (the ωB97M-V functional and the def2-TZVPD basis)
C 0.7207 -0.7978 -0.4397
C -0.5161 -1.1617 -0.7282
C -0.7225 1.0350 0.5751
C 0.5718 0.7590 0.4785
S -1.7916 -0.1077 -0.1844
Br 2.0644 1.6630 1.0936
H 1.6854 -1.2163 -0.6114
H -0.8271 -2.0401 -1.2601
H -1.1850 1.8666 1.0764
```

natural (NBO) atomic charge list, values in e, 6 entries: atom 1 (C): -0.194, atom 2 (C): -0.414, atom 3 (C): -0.453, atom 4 (C): -0.159, atom 5 (S): 0.381, atom 6 (Br): 0.118

***

Entry from OMol25: C33H49AsMgN6S as an isolated structure in a non-equilibrium geometry (the ωB97M-V functional and the def2-TZVPD basis).

Values from the calculation:
- 2S+1: 1
- Net charge: +2
- Total energy: -4448.99001 hartree
- Gap between HOMO and LUMO: 6.87 eV
- E_LUMO: -4.852 eV
- HOMO energy: -11.7 eV

Structure (XYZ):
```
91
C33H49AsMgN6S (the ωB97M-V functional and the def2-TZVPD basis)
Mg -1.0602 -0.6091 2.2721
C -1.8307 -1.7852 5.0525
C -1.3537 -0.4020 5.3598
N -0.7671 0.3493 4.2055
C -1.1853 1.7186 3.9549
C -2.5759 1.6684 3.2486
N -2.5377 0.8795 2.0092
C -3.9141 0.6105 1.5834
C -4.1339 -0.7409 0.7156
C -3.0364 -1.0215 -0.2502
N -1.8066 -1.5968 0.4241
C -1.8855 -3.0369 0.7646
C -1.9560 -3.2631 2.2621
N -0.7192 -2.5975 2.8902
C -0.8236 -2.7125 4.3733
H -2.7407 -1.7451 4.4248
H -2.2368 -2.3342 5.9428
H -0.5813 -0.4321 6.1881
H -2.1982 0.2037 5.7779
H 0.2521 0.3015 4.4148
H -0.4862 2.0912 3.2177
H -1.1550 2.4888 4.7997
H -2.9430 2.6718 3.1096
H -3.3362 1.1405 3.9411
H -1.9669 1.3129 1.2725
H -4.3592 1.4553 1.0722
H -4.5535 0.3590 2.4369
H -5.0978 -0.5899 0.2543
H -4.2955 -1.4788 1.4784
H -2.7489 -0.0674 -0.7104
H -3.3743 -1.6948 -1.0958
H -1.0935 -1.5369 -0.3074
H -0.9474 -3.5575 0.3781
H -2.7533 -3.4636 0.2716
H -1.8735 -4.3721 2.3608
H -2.8856 -2.7948 2.7343
H 0.1359 -3.1064 2.5743
H 0.2367 -2.5134 4.7422
H -0.9802 -3.8215 4.5474
C 4.4258 -1.9177 -1.4426
C 4.2195 -0.5394 -1.6832
C 3.2612 0.1755 -0.9364
C 2.4542 -0.4955 -0.0340
C 2.6315 -1.8650 0.1617
C 3.6325 -2.5856 -0.4806
As 1.3093 0.4685 1.2206
C 0.8475 2.0626 0.1341
C -0.0409 2.1437 -0.9612
C -0.1754 3.3867 -1.5403
C 0.4121 4.5513 -1.0253
C 1.2127 4.4568 0.1251
C 1.5078 3.2236 0.6396
C 2.5538 2.9166 1.6382
C 3.5968 3.7624 1.9956
C 4.5093 3.4284 2.9509
C 4.4543 2.1585 3.5893
C 3.4195 1.2990 3.2528
C 2.5691 1.6220 2.1588
H 5.1512 -2.4141 -2.0560
H 4.7788 0.0493 -2.3797
H 3.0934 1.1858 -1.2306
H 2.0174 -2.3435 0.9364
H 3.8337 -3.6297 -0.2226
H -0.7349 1.3473 -1.2473
H -0.7688 3.4649 -2.4349
H 0.3334 5.4813 -1.5414
H 1.5238 5.3457 0.6528
H 3.5501 4.7525 1.5774
H 5.1795 4.2049 3.2651
H 5.1573 1.9260 4.3951
H 3.4862 0.2345 3.5528
C -0.2242 -2.2077 -6.9851
N -0.1141 -1.7975 -5.5810
C -0.3080 -2.8255 -4.5637
C -0.7827 -0.5757 -5.3696
S -2.2828 -0.5489 -4.5231
N -0.0675 0.5120 -5.7701
C -0.6302 1.8688 -5.9188
C 1.3712 0.3846 -6.0053
H -1.2278 -2.6878 -7.1766
H 0.5591 -2.8677 -7.2534
H -0.1513 -1.3770 -7.6159
H 0.3550 -3.6682 -4.8425
H -1.3124 -3.2323 -4.5294
H -0.0263 -2.4848 -3.5421
H -1.5437 1.9379 -5.3210
H -0.8734 2.0111 -6.9592
H 0.1107 2.5949 -5.6023
H 1.8241 -0.6058 -5.7767
H 1.8405 1.0800 -5.3554
H 1.6501 0.6553 -7.0311
```

Löwdin atomic charge list, values in e, 6 entries: atom 1 (Mg): 0.533, atom 2 (C): -0.181, atom 3 (C): -0.189, atom 4 (N): -0.130, atom 5 (C): -0.180, atom 6 (C): -0.170

***

Entry from OMol25: C12H32B2CrF8N2O9 as an isolated structure in a non-equilibrium geometry (the ωB97M-V functional and the def2-TZVPD basis).

Values from the calculation:
- 2S+1: 5
- Energy above the lowest of the compared OMol25 structures with the same formula, charge and spin: 0.0 kJ/mol
- Net charge: +2
- Expectation value of S²: 6.004
- Total energy: -3156.14837 hartree
- Gap between HOMO and LUMO (spin up / spin down): 6.01 / 6.74 eV
- E_LUMO (spin up / spin down): -7.972 / -7.248 eV
- HOMO energy (spin up / spin down): -14.0 / -14.0 eV

Structure (XYZ):
```
66
C12H32B2CrF8N2O9 (the ωB97M-V functional and the def2-TZVPD basis)
Cr 1.4166 -1.8294 -1.8864
N 0.3337 -3.3966 2.8368
H 0.6902 -4.2622 3.2408
H 0.8892 -3.0672 2.0103
H 0.4603 -2.6365 3.5107
H -0.6526 -3.4790 2.6010
N -1.1757 -4.6887 -1.7640
H -0.5400 -4.0965 -2.2986
H -0.9221 -4.5704 -0.7737
H -0.9307 -5.6870 -1.7960
H -2.1777 -4.5174 -1.8513
B -0.7921 -0.9288 -0.0063
F 0.4219 -0.3463 -0.4113
F -0.6002 -2.2077 -0.6901
F -0.8977 -1.1665 1.3530
F -1.8515 -0.2542 -0.5282
B 2.1040 -4.0144 -0.0827
F 1.7624 -5.1818 0.5539
F 1.4371 -3.8670 -1.3747
F 1.6799 -2.8577 0.6219
F 3.4555 -3.9382 -0.2488
C -7.7469 3.2013 3.0238
C -8.0903 1.7207 3.0732
O -7.2634 1.0499 2.0877
C -6.1155 0.5659 2.5337
O -5.6711 0.6187 3.6491
O -5.5722 -0.1581 1.5377
C -4.4308 -0.9073 1.8504
H -6.6681 3.3479 3.0452
H -8.1143 3.6895 3.9301
H -8.2034 3.7093 2.1778
H -9.0933 1.5064 2.7107
H -8.0167 1.3341 4.0865
H -3.9129 -1.1629 0.9255
H -4.6813 -1.8818 2.2841
H -3.7062 -0.4407 2.5161
C 2.2077 4.5278 -2.1571
C 2.9288 3.5494 -3.0830
O 2.8046 2.1811 -2.7270
C 1.7515 1.4564 -2.9737
O 1.7168 0.2508 -2.7993
O 0.7930 2.1568 -3.5442
C -0.5158 1.6037 -3.6841
H 2.6023 4.5616 -1.1432
H 1.1562 4.2372 -2.1104
H 2.2532 5.5200 -2.6018
H 3.9836 3.8021 -2.9801
H 2.6491 3.8459 -4.0930
H -0.6941 0.9765 -4.5591
H -1.1772 2.4584 -3.7820
H -0.7941 0.9941 -2.8244
C 7.0759 0.7666 -1.2536
C 5.8168 1.1236 -0.4586
O 4.9020 0.0275 -0.6970
C 3.7837 -0.0893 -0.0287
O 2.8758 -0.7794 -0.4601
O 3.7296 0.6423 1.0621
C 2.6772 0.4560 2.0013
H 7.8991 1.4260 -1.0036
H 6.7966 0.6707 -2.2989
H 7.2944 -0.2322 -0.8692
H 5.3428 2.0541 -0.7749
H 6.0760 1.2558 0.5908
H 1.7549 0.0638 1.5789
H 2.4789 1.4536 2.3885
H 3.0071 -0.1603 2.8377
```

natural (NBO) atomic charge list, values in e, 6 entries: atom 1 (Cr): 1.693, atom 2 (N): -0.878, atom 3 (H): 0.452, atom 4 (H): 0.478, atom 5 (H): 0.452, atom 6 (H): 0.448

***

Entry from OMol25: C21H31O4Ti as an isolated structure in a non-equilibrium geometry (the ωB97M-V functional and the def2-TZVPD basis).

Values from the calculation:
- 2S+1: 2
- Energy above the lowest of the compared OMol25 structures with the same formula, charge and spin: 0.0 kJ/mol
- Net charge: 0
- Expectation value of S²: 0.759
- Total energy: -1969.07013 hartree
- Gap between HOMO and LUMO (spin up / spin down): 6.33 / 7.16 eV
- E_LUMO (spin up / spin down): 0.460 / 0.457 eV
- HOMO energy (spin up / spin down): -5.9 / -6.7 eV

Structure (XYZ):
```
57
C21H31O4Ti (the ωB97M-V functional and the def2-TZVPD basis)
O 0.2415 -0.2386 -3.2076
C 0.1568 1.0531 -3.9164
C 0.1120 0.4750 -5.3036
H 1.0474 1.6673 -3.7460
H -0.7475 1.6155 -3.6678
C 0.1908 -0.8561 -4.5321
H 1.0041 0.7069 -5.8836
H -0.8282 0.6598 -5.8233
C 1.4690 -1.6076 -4.8422
H 2.3494 -0.9866 -4.6292
H 1.4836 -1.8457 -5.9137
H 1.4863 -2.5537 -4.2909
C -1.0479 -1.6977 -4.7816
H -1.9656 -1.1562 -4.5252
H -0.9826 -2.6259 -4.2052
H -1.0947 -1.9609 -5.8494
Ti -0.2924 -0.6096 1.9038
C -2.0317 -1.0569 3.3791
C -1.6223 0.2954 3.5469
C -1.9018 0.9973 2.3205
H -1.3253 0.7462 4.4892
C -2.4848 0.0638 1.4099
C -2.5113 -1.2265 2.0318
H -2.9093 -2.1453 1.5972
H -2.0482 -1.7899 4.1865
H -1.7938 2.0734 2.1922
H -2.9930 0.3388 0.4820
C 0.7722 -1.6747 3.5630
C 0.1223 -2.6635 2.7233
C 0.7557 -2.6384 1.4432
H -0.6598 -3.3561 3.0408
C 1.8278 -1.6719 1.5043
C 1.8211 -1.0836 2.8051
H 2.5735 -0.4082 3.1896
H 0.5779 -1.4672 4.6151
H 0.5746 -3.3354 0.6309
H 2.5792 -1.4743 0.7431
O 0.6112 0.7121 0.5387
C -0.0862 -0.0317 -0.5250
C -0.9747 1.0226 -1.1731
H -0.6611 -0.9407 -0.1773
H 0.7071 -0.3863 -1.1939
C -0.0208 2.2143 -1.2261
H -1.8004 1.3204 -0.5117
H -1.4024 0.6656 -2.1086
C 0.7506 2.0883 0.0702
H -0.5180 3.1745 -1.3598
H 0.6941 2.0900 -2.0376
H 0.2588 2.7037 0.8197
H 1.8134 2.3193 0.0677
C 1.5109 2.2386 5.2685
O 1.0906 1.1054 4.4697
C 0.6338 1.2950 3.2451
O 0.6522 2.4178 2.7589
H 1.6879 1.8042 6.2512
H 0.7158 2.9873 5.3042
H 2.4321 2.6376 4.8392
```

natural (NBO) atomic charge list, values in e, 6 entries: atom 1 (O): -0.569, atom 2 (C): -0.059, atom 3 (C): -0.474, atom 4 (H): 0.183, atom 5 (H): 0.184, atom 6 (C): 0.277

***

Entry from OMol25: C14H7Cl2F5GaNO4Te as an isolated structure in a non-equilibrium geometry (the ωB97M-V functional and the def2-TZVPD basis).

Values from the calculation:
- 2S+1: 1
- Energy above the lowest of the compared OMol25 structures with the same formula, charge and spin: 0.0 kJ/mol
- Net charge: -2
- Total energy: -4505.95668 hartree
- Gap between HOMO and LUMO (spin up / spin down): 7.13 / 5.23 eV
- E_LUMO (spin up / spin down): 3.984 / 3.984 eV
- HOMO energy (spin up / spin down): -3.1 / -1.2 eV

Structure (XYZ):
```
35
C14H7Cl2F5GaNO4Te (the ωB97M-V functional and the def2-TZVPD basis)
Ga -1.0511 0.0726 0.6557
Cl 6.9998 0.0780 0.3877
C 5.2485 0.0815 0.5081
C 4.6528 -0.0086 1.7774
C 3.2920 -0.0064 1.9010
Cl 2.5523 -0.1221 3.4507
C 2.4012 0.0844 0.7593
O 1.1562 0.0759 0.9422
C 3.0743 0.1775 -0.4999
C 2.2839 0.2979 -1.6987
O 1.0702 0.3247 -1.7236
C 4.4748 0.1733 -0.6099
H 5.2692 -0.0813 2.6633
H 2.8658 0.3748 -2.6466
H 4.9281 0.2477 -1.5925
N -4.7611 0.7900 -5.7461
C -4.1501 0.6604 -4.7786
C -3.3829 0.4976 -3.5751
C -3.8389 1.0255 -2.3706
C -3.0875 0.8625 -1.2169
C -1.8542 0.2010 -1.2186
C -1.4280 -0.3261 -2.4410
C -2.1746 -0.1955 -3.6007
H -4.7823 1.5554 -2.3351
H -3.4654 1.2637 -0.2844
H -0.5005 -0.8687 -2.4991
H -1.8211 -0.6265 -4.5292
F -0.0865 -0.3361 4.9998
Te -1.6514 -0.9413 4.0255
F -3.2579 -1.9420 3.3484
F -2.5288 0.7414 4.6295
F -2.1479 -1.6822 5.7863
F -0.6737 -2.6091 3.7552
O -0.7877 -0.1836 2.4412
O -2.8372 0.3437 1.3351
```

natural (NBO) atomic charge list, values in e, 6 entries: atom 1 (Ga): 1.889, atom 2 (Cl): -0.069, atom 3 (C): -0.108, atom 4 (C): -0.233, atom 5 (C): -0.129, atom 6 (Cl): 0.062

***

Entry from OMol25: one molecule with the formula C6H2INO2 in a non-equilibrium geometry (the ωB97M-V functional and the def2-TZVPD basis).

Values from the calculation:
- 2S+1: 1
- Energy above the lowest of the compared OMol25 structures with the same formula, charge and spin: 0.0 kJ/mol
- Net charge: 0
- SMILES: O=[N+]([O-])c1cc#ccc1I
- Total energy: -732.50770 hartree
- Gap between HOMO and LUMO: 8.53 eV
- E_LUMO: -1.051 eV
- HOMO energy: -9.6 eV

Structure (XYZ):
```
12
C6H2INO2 (the ωB97M-V functional and the def2-TZVPD basis)
C -2.0008 -0.4614 0.4609
C -1.7234 0.4987 1.2225
C -1.1685 -1.0067 -0.4385
C -0.5806 1.1364 1.4494
C 0.1026 -0.4062 -0.3597
C 0.3768 0.6236 0.5619
N 1.2220 -0.5775 -1.3817
O 2.1671 -1.2483 -1.1236
O 1.1256 0.1281 -2.3472
I 2.3261 1.3379 0.9192
H -1.3430 -2.0457 -0.9656
H -0.5040 2.0210 2.0023
```

natural (NBO) atomic charge list, values in e, 6 entries: atom 1 (C): 0.009, atom 2 (C): 0.110, atom 3 (C): -0.243, atom 4 (C): -0.292, atom 5 (C): 0.005, atom 6 (C): -0.142

***

Entry from OMol25: a 5-piece molecular cluster, C27H49BO12S2 overall in a non-equilibrium geometry (the ωB97M-V functional and the def2-TZVPD basis).

Values from the calculation:
- 2S+1: 1
- Energy above the lowest of the compared OMol25 structures with the same formula, charge and spin: 1056.2 kJ/mol
- Net charge: 0
- SMILES: Cc1ccccc1CB(S)CCCS.CCOC(=O)OC.CCOC(=O)OC.CCOC(=O)OC.CCOC(=O)OC
- Total energy: -2781.95474 hartree
- Gap between HOMO and LUMO: 8.30 eV
- E_LUMO: -0.019 eV
- HOMO energy: -8.3 eV

Structure (XYZ):
```
91
C27H49BO12S2 (the ωB97M-V functional and the def2-TZVPD basis)
C 1.4435 -3.9835 -1.3401
C 1.0729 -2.3955 -1.6811
C 2.2213 -1.2811 -1.2188
C 1.9795 0.3378 -1.5188
C 0.5709 0.8113 -2.2350
C -0.5559 -0.3356 -2.6859
C -0.3503 -1.9635 -2.4453
C -1.4255 -3.1072 -2.9229
B -2.7613 -3.2471 -1.9731
S -3.7949 -4.8302 -2.0638
C -3.3099 -2.0533 -0.9333
C -3.9027 -0.8613 -1.9105
C -5.5215 -0.9899 -2.2133
S -5.7587 -1.0876 -4.0998
H 1.5806 -4.6176 -2.3275
H 2.3936 -4.0839 -0.6311
H 0.4912 -4.4346 -0.7818
H 3.2370 -1.6237 -0.7097
H 2.7792 1.1731 -1.2388
H 0.3372 1.9598 -2.4378
H -1.5202 0.1109 -3.2249
H -0.8709 -4.1512 -3.0023
H -1.7703 -2.8361 -4.0333
H -3.8354 -5.3215 -0.7459
H -2.3573 -1.6275 -0.3777
H -4.1020 -2.5245 -0.2111
H -3.3703 -1.0168 -2.9673
H -3.5899 0.1782 -1.4457
H -5.9320 -1.9674 -1.7003
H -6.0531 -0.0070 -1.8519
H -4.5719 -0.7368 -4.7688
C -3.4145 -8.8089 -2.3359
C -4.6025 -8.2238 -1.5913
O -5.5484 -9.2444 -1.2473
C -5.2049 -10.0318 -0.1996
O -4.1857 -9.9468 0.4642
O -6.1831 -10.9598 -0.0324
C -5.8951 -11.9249 0.9768
H -3.7502 -9.3822 -3.2060
H -2.7392 -8.0168 -2.6704
H -2.8469 -9.4976 -1.7030
H -5.1238 -7.5159 -2.2440
H -4.2893 -7.6692 -0.6988
H -5.6487 -11.4441 1.9290
H -5.0767 -12.5729 0.6478
H -6.7872 -12.5405 1.1228
C -8.3835 -0.3931 3.6084
C -8.0929 1.0263 3.1513
O -6.7065 1.3487 3.3211
C -5.8651 0.8177 2.4015
O -6.1783 0.1089 1.4601
O -4.5989 1.1872 2.7270
C -3.5972 0.6050 1.8959
H -8.0391 -0.5443 4.6365
H -9.4549 -0.6043 3.5572
H -7.8602 -1.1269 2.9882
H -8.6595 1.7280 3.7722
H -8.4043 1.1903 2.1129
H -3.7978 0.7964 0.8368
H -3.5339 -0.4705 2.0891
H -2.6364 1.0603 2.1520
C 6.6719 4.4122 2.9413
C 6.4835 4.7424 1.4705
O 7.1136 3.7608 0.6372
C 6.4536 2.5836 0.5179
O 5.3916 2.2946 1.0423
O 7.1979 1.7619 -0.2674
C 6.6664 0.4445 -0.3894
H 7.7337 4.2822 3.1736
H 6.2643 5.2072 3.5716
H 6.1728 3.4755 3.2070
H 6.9661 5.7005 1.2515
H 5.4236 4.8482 1.2105
H 5.6247 0.4649 -0.7257
H 6.7538 -0.0809 0.5668
H 7.2585 -0.0931 -1.1355
C 9.9160 10.9450 0.4342
C 9.4348 9.5337 0.7251
O 8.3321 9.5438 1.6409
C 7.1372 9.9056 1.1145
O 6.9223 10.2122 -0.0459
O 6.2176 9.8985 2.1145
C 4.9304 10.3655 1.7169
H 10.1472 11.4722 1.3653
H 10.8093 10.9270 -0.1959
H 9.1474 11.5307 -0.0788
H 10.2408 8.9700 1.2062
H 9.1701 8.9973 -0.1939
H 4.5600 9.8177 0.8443
H 4.9732 11.4394 1.5096
H 4.2376 10.2001 2.5468
```

Löwdin atomic charge list, values in e, 6 entries: atom 1 (C): -0.128, atom 2 (C): -0.131, atom 3 (C): -0.036, atom 4 (C): -0.077, atom 5 (C): -0.075, atom 6 (C): -0.028

***

Entry from OMol25: one molecule with the formula C4H5N in a non-equilibrium geometry (the ωB97M-V functional and the def2-TZVPD basis).

Values from the calculation:
- 2S+1: 1
- Energy above the lowest of the compared OMol25 structures with the same formula, charge and spin: 191.3 kJ/mol
- Net charge: 0
- SMILES: C=C(C)C#N
- Total energy: -210.09086 hartree
- Gap between HOMO and LUMO: 10.93 eV
- E_LUMO: 0.677 eV
- HOMO energy: -10.3 eV

Structure (XYZ):
```
10
C4H5N (the ωB97M-V functional and the def2-TZVPD basis)
C -0.6185 -1.1522 -0.0273
C 0.1196 0.2119 -0.0853
C -0.4226 1.4238 -0.0374
C 1.6074 0.1702 -0.0211
H -0.5422 -1.4110 1.2165
H 0.0894 -2.0240 -0.5764
H -1.7194 -1.1389 -0.5278
H 0.2485 2.2478 -0.0527
H -1.4912 1.7459 0.1357
N 2.7291 -0.0734 -0.0242
```

natural (NBO) atomic charge list, values in e, 6 entries: atom 1 (C): -0.658, atom 2 (C): -0.125, atom 3 (C): -0.328, atom 4 (C): 0.254, atom 5 (H): 0.243, atom 6 (H): 0.246

***

- Which value of net charge does entry 5 give?
  -2